Arrangement a

Formula: C9H18N2O4
Source: OMol25
Level of theory: ωB97M-V/def2-TZVPD

HOMO level   -9.0661 eV
SMILES string   O=C(CCCCCCCC(=O)NO)NO
HOMO-LUMO gap   9.55 eV

The geometry in ORCA input format:
```
! RIJCOSX wB97M-V def2-TZVPD def2/J DEFGRID3
* xyz 0 1
O 2.980 -1.908 1.160
C 2.081 -2.028 0.385
C 2.224 -1.290 -0.954
C 1.457 0.056 -1.056
C 2.123 1.116 -0.296
C 1.165 2.300 -0.158
C 0.161 2.284 0.905
C -0.771 0.953 1.119
C -1.698 0.864 -0.144
C -2.383 -0.428 -0.348
O -1.865 -1.479 -0.395
N -3.759 -0.320 -0.236
O -4.572 -1.320 0.369
N 0.929 -2.799 0.736
O -0.076 -3.116 -0.291
H 1.539 -1.730 -1.734
H 3.236 -0.955 -1.268
H 0.428 -0.319 -0.677
H 1.372 0.393 -2.014
H 2.830 1.115 0.736
H 2.933 1.503 -1.122
H 1.794 3.216 -0.108
H 0.547 2.325 -1.045
H -0.313 3.298 0.689
H 0.615 2.275 2.096
H -1.209 0.855 2.095
H -0.166 0.003 1.190
H -1.025 1.118 -1.051
H -2.500 1.660 0.081
H -4.224 0.513 0.211
H -4.095 -2.307 0.083
H 0.915 -3.570 1.338
H -0.672 -2.276 -0.295
*
```

Mulliken population analysis, charges in e, atoms 1 to 4: atom 1 (O): -0.600, atom 2 (C): 0.237, atom 3 (C): -0.803, atom 4 (C): 0.019

Arrangement b

Formula: C9H18N2O4
Source: OMol25
Level of theory: ωB97M-V/def2-TZVPD

HOMO level   -9.6292 eV
SMILES string   CC(C)[C@H](NC(=O)[C@@H](N)[C@@H](C)O)C(=O)O
HOMO-LUMO gap   9.90 eV

The geometry in ORCA input format:
```
! RIJCOSX wB97M-V def2-TZVPD def2/J DEFGRID3
* xyz 0 1
C -1.277 2.770 -0.516
C -0.331 2.478 0.754
C 0.237 3.839 1.340
C 0.818 1.512 0.421
N 0.418 0.496 -0.647
C -0.692 -0.244 -0.383
O -1.568 0.054 0.431
C -0.833 -1.379 -1.321
N -0.058 -1.003 -2.462
C -0.176 -2.710 -0.781
C -1.015 -3.102 0.408
O -0.203 -3.727 -1.898
C 1.329 0.626 1.547
O 0.654 0.007 2.392
O 2.666 0.394 1.434
H -2.099 2.090 -0.882
H -1.734 3.794 -0.474
H -0.648 2.848 -1.437
H -0.906 1.992 1.499
H 1.030 3.644 2.096
H -0.525 4.480 1.824
H 0.650 4.555 0.546
H 1.505 2.095 -0.200
H 1.102 0.139 -1.291
H -1.859 -1.594 -1.616
H -0.038 -1.794 -3.027
H -0.603 -0.216 -2.822
H 0.899 -2.444 -0.597
H -0.526 -3.920 0.996
H -1.965 -3.464 -0.071
H -1.213 -2.304 1.144
H 0.728 -3.629 -2.124
H 2.916 0.704 0.520
*
```

Mulliken population analysis, charges in e, atoms 1 to 4: atom 1 (C): -1.341, atom 2 (C): 0.461, atom 3 (C): -1.437, atom 4 (C): -0.785

Which structure wins on stability? arrangement b wins.

Arrangement a

Formula: C6H11N
Source: OMol25
Level of theory: ωB97M-V/def2-TZVPD

HOMO level (alpha / beta)   0.0140 / -2.7507 eV
HOMO-LUMO gap (alpha / beta)   4.11 / 6.77 eV

The geometry in ORCA input format:
```
! RIJCOSX wB97M-V def2-TZVPD def2/J DEFGRID3
* xyz -1 2
C 0.055 1.704 -2.191
C -0.466 0.755 -1.410
N -1.291 -0.281 -1.851
H -0.190 1.736 -3.247
H 0.760 2.405 -1.778
H -0.133 0.667 -0.383
H -1.723 -0.088 -2.744
H -1.961 -0.557 -1.143
C 2.115 0.333 1.418
C 1.156 -0.659 1.217
C -0.111 -0.684 1.798
C -1.157 -1.555 1.479
H 1.955 1.068 2.201
H 3.089 0.308 0.951
H 1.352 -1.449 0.498
H -0.318 0.121 2.499
H -2.150 -1.449 1.896
H -0.981 -2.375 0.789
*
```

Mulliken population analysis, charges in e, atoms 1 to 4: atom 1 (C): -0.998, atom 2 (C): 0.190, atom 3 (N): -0.495, atom 4 (H): 0.246

Arrangement b

Formula: C6H11N
Source: OMol25
Level of theory: ωB97M-V/def2-TZVPD

HOMO level (alpha / beta)   0.5178 / -2.5863 eV
HOMO-LUMO gap (alpha / beta)   3.50 / 6.54 eV

The geometry in ORCA input format:
```
! RIJCOSX wB97M-V def2-TZVPD def2/J DEFGRID3
* xyz -1 2
C 1.853 -0.496 0.907
C 0.955 0.710 0.292
C -0.257 0.357 -0.507
C -0.220 -0.542 -1.534
C -2.602 0.853 -0.667
C -1.345 1.255 -0.364
N 1.112 -1.698 1.514
H 2.482 -0.970 0.048
H 2.568 -0.174 1.565
H 1.534 1.403 -0.344
H 0.744 1.265 1.189
H 0.691 -1.063 -1.702
H -1.044 -0.719 -2.036
H -3.369 1.399 -0.221
H -3.009 0.030 -1.005
H -1.033 2.279 -0.025
H 1.618 -2.118 2.313
H 0.728 -2.270 0.855
*
```

Mulliken population analysis, charges in e, atoms 1 to 4: atom 1 (C): -0.647, atom 2 (C): -0.791, atom 3 (C): 0.584, atom 4 (C): -1.482

Arrangement c

Formula: C6H11N
Source: OMol25
Level of theory: ωB97M-V/def2-TZVPD

HOMO level (alpha / beta)   1.2713 / -3.8062 eV
HOMO-LUMO gap (alpha / beta)   2.64 / 7.57 eV

The geometry in ORCA input format:
```
! RIJCOSX wB97M-V def2-TZVPD def2/J DEFGRID3
* xyz -1 2
C -1.669 -0.896 0.324
C -0.669 0.194 0.340
C -0.171 0.798 1.446
N -0.274 0.255 2.706
C -0.037 0.650 -0.960
C 0.940 -0.352 -1.504
C 1.999 -0.081 -2.284
H -1.794 -1.279 1.335
H -2.696 -0.581 0.066
H -1.531 -1.653 -0.451
H 0.460 1.660 1.283
H -0.262 -0.756 2.801
H -0.029 0.734 3.556
H 0.553 1.554 -0.780
H -0.717 0.859 -1.806
H 0.817 -1.400 -1.245
H 2.860 -0.698 -2.485
H 2.218 0.992 -2.343
*
```

Mulliken population analysis, charges in e, atoms 1 to 4: atom 1 (C): -2.919, atom 2 (C): 2.904, atom 3 (C): -3.442, atom 4 (N): -0.545

Which structure wins on stability? arrangement a wins.

Arrangement a

Formula: C6H10N2OS
Source: OMol25
Level of theory: ωB97M-V/def2-TZVPD

HOMO level   -8.3870 eV
HOMO-LUMO gap   8.73 eV

The geometry in ORCA input format:
```
! RIJCOSX wB97M-V def2-TZVPD def2/J DEFGRID3
* xyz 0 1
C -1.088 -0.736 0.227
C -0.059 -0.986 0.816
C -2.312 -0.480 -0.471
C -2.110 0.017 -1.878
C 0.755 -2.120 3.110
C 0.594 2.215 -2.012
N 2.352 1.758 -0.359
N 1.012 1.945 -0.841
O -3.395 -0.664 0.035
S 1.387 -1.305 1.601
H -2.561 -0.698 -2.562
H -1.060 0.165 -2.119
H -2.636 0.963 -2.002
H 1.448 -1.890 3.916
H 0.718 -3.195 2.944
H -0.234 -1.736 3.332
H 1.427 2.215 -2.739
H 2.412 0.919 0.213
H 2.985 1.685 -1.151
H 0.364 1.931 -0.060
*
```

Mulliken population analysis, charges in e, atoms 1 to 4: atom 1 (C): 0.761, atom 2 (C): -0.155, atom 3 (C): 0.169, atom 4 (C): -0.922

Arrangement b

Formula: C6H10N2OS
Source: OMol25
Level of theory: ωB97M-V/def2-TZVPD

HOMO level   -7.5798 eV
SMILES string   OSc1ccc[nH]1.C=NC
HOMO-LUMO gap   8.42 eV

The geometry in ORCA input format:
```
! RIJCOSX wB97M-V def2-TZVPD def2/J DEFGRID3
* xyz 0 1
O 0.911 -2.020 -0.141
S 1.906 -1.498 1.027
C 2.435 0.136 0.346
C 1.772 1.062 -0.447
C 2.749 2.033 -0.706
C 3.927 1.677 -0.094
N 3.763 0.409 0.445
H 0.029 -1.666 -0.019
H 0.700 1.026 -0.524
H 2.694 2.917 -1.369
H 4.825 2.087 -0.161
H 4.348 0.037 1.161
C -2.415 -1.322 0.822
N -1.731 -1.414 -0.175
C -2.129 -1.152 -1.545
H -1.792 -1.639 1.708
H -3.440 -0.939 1.029
H -1.599 -0.302 -1.970
H -1.842 -2.169 -1.935
H -3.238 -1.028 -1.687
*
```

Mulliken population analysis, charges in e, atoms 1 to 4: atom 1 (O): -0.441, atom 2 (S): -0.037, atom 3 (C): 0.113, atom 4 (C): -0.257

Which structure wins on stability? arrangement b wins.

Arrangement a

Formula: C3H12N2O2
Source: OMol25
Level of theory: ωB97M-V/def2-TZVPD

HOMO level   -9.1484 eV
SMILES string   CC/N=C\N.O.O
HOMO-LUMO gap   9.59 eV

The geometry in ORCA input format:
```
! RIJCOSX wB97M-V def2-TZVPD def2/J DEFGRID3
* xyz 0 1
C -1.061 1.343 -1.042
C -0.371 0.061 -0.650
N -0.840 -0.490 0.602
C -0.028 -1.138 1.333
N 1.308 -1.336 1.156
H -2.135 1.251 -1.209
H -0.888 2.043 -0.220
H -0.653 1.671 -1.997
H -0.459 -0.709 -1.431
H 0.705 0.300 -0.707
H -0.424 -1.599 2.231
H 1.846 -0.783 0.516
H 1.750 -1.801 1.922
O 3.100 -0.788 -1.603
H 3.105 -0.925 -2.555
H 3.168 0.167 -1.496
O -2.771 1.258 1.907
H -1.966 0.948 1.450
H -3.387 0.527 1.794
*
```

Mulliken population analysis, charges in e, atoms 1 to 4: atom 1 (C): -1.420, atom 2 (C): 0.009, atom 3 (N): -0.506, atom 4 (C): 0.116

Arrangement b

Formula: C3H12N2O2
Source: OMol25
Level of theory: ωB97M-V/def2-TZVPD

HOMO level   -7.6545 eV
SMILES string   C/C(N)=C/N.O.O
HOMO-LUMO gap   8.33 eV

The geometry in ORCA input format:
```
! RIJCOSX wB97M-V def2-TZVPD def2/J DEFGRID3
* xyz 0 1
C 1.390 1.021 -0.686
C 0.656 -0.267 -0.425
N 1.093 -0.963 0.726
C -0.212 -0.744 -1.310
N -0.760 -2.062 -1.315
H 2.163 1.208 0.063
H 1.918 1.031 -1.641
H 0.746 1.896 -0.711
H 2.066 -0.808 0.934
H 0.869 -1.941 0.703
H -0.613 -0.200 -2.152
H -0.673 -2.588 -0.462
H -1.740 -2.048 -1.555
O -1.605 2.283 -0.129
H -1.637 1.349 0.120
H -0.905 2.634 0.431
O -0.891 0.416 2.371
H -0.624 -0.335 1.827
H -1.240 0.116 3.212
*
```

Mulliken population analysis, charges in e, atoms 1 to 4: atom 1 (C): -1.242, atom 2 (C): 0.524, atom 3 (N): -0.589, atom 4 (C): -0.073

Which structure wins on stability? arrangement a wins.